A molecular structure, C32H52BI2NO11S, computed with ωB97M-V with the def2-TZVPD basis set.

```
100
Properties=species:S:1:pos:R:3:forces:R:3:mulliken_charge:R:1
C 0.572 2.745 1.860 -0.016 0.110 -0.118 -0.7867
C -0.869 2.320 2.015 -0.250 -0.210 -0.169 0.1910
O -1.501 2.499 3.042 0.279 -0.199 -0.037 -0.6254
N -1.420 1.668 0.921 -0.312 0.622 0.209 0.1003
C -2.832 1.278 1.002 -0.125 -0.312 -0.275 -0.9276
C -2.965 -0.066 1.718 -0.037 0.093 -0.004 -0.7385
C -2.471 -1.224 0.853 0.229 0.082 -0.060 0.0871
C -2.219 -2.528 1.645 -0.054 -0.155 0.135 -1.0683
B -1.002 -3.300 1.020 -0.098 0.054 0.003 -0.3889
C 0.318 -3.634 1.812 0.103 -0.038 -0.311 -0.5900
C 1.213 -2.430 2.182 0.064 -0.040 0.225 -0.7698
C 0.487 -1.279 2.879 -0.199 -0.020 -0.223 0.4406
S 1.744 -0.135 3.508 0.154 -0.083 0.107 -0.2215
C -1.171 -3.773 -0.476 0.335 0.184 -0.514 0.2030
I -2.417 -5.465 -0.506 0.056 -0.004 0.058 -0.0204
C -0.635 -3.240 -1.576 -0.097 -0.030 0.374 -0.0733
C 0.227 -1.998 -1.547 -0.161 0.032 -0.107 -1.2047
I -0.955 -3.970 -3.517 0.045 -0.058 -0.009 0.0995
H 1.099 2.497 2.783 -0.081 0.151 -0.136 -0.1713
H 0.621 3.826 1.697 -0.025 -0.026 0.060 0.3671
H 1.060 2.235 1.026 -0.101 0.044 0.091 0.5243
H -1.169 2.095 0.039 0.288 -0.315 -0.022 0.2728
H -3.203 1.184 -0.026 0.087 0.087 0.222 0.5775
H -3.431 2.050 1.492 0.136 -0.024 0.053 0.2403
H -4.014 -0.216 2.000 0.154 -0.042 0.064 0.4368
H -2.365 -0.025 2.636 -0.235 -0.001 -0.039 0.3419
H -3.157 -1.409 0.018 0.085 0.030 0.104 0.5854
H -1.525 -0.893 0.397 -0.154 -0.015 0.006 -0.2841
H -3.095 -3.188 1.596 -0.032 0.183 0.050 0.6244
H -2.057 -2.298 2.705 -0.049 -0.055 -0.145 0.3315
H 0.021 -4.136 2.743 0.017 0.020 -0.049 0.4397
H 0.936 -4.330 1.230 -0.067 0.007 0.194 0.0848
H 1.720 -2.046 1.292 -0.031 -0.027 0.028 0.2710
H 2.011 -2.790 2.844 -0.116 0.059 -0.101 0.5226
H -0.143 -1.641 3.697 0.205 0.010 -0.031 0.3978
H -0.162 -0.751 2.170 0.115 -0.088 0.130 -0.4111
H 0.934 0.647 4.229 -0.042 0.042 0.038 0.1692
H 0.778 -1.926 -0.608 -0.058 0.015 -0.008 -0.0043
H 0.946 -1.992 -2.367 0.016 -0.080 0.138 0.5198
H -0.401 -1.106 -1.666 0.079 -0.120 0.033 0.3933
O 4.225 -2.000 -1.274 -0.044 0.034 0.007 -0.6237
C 4.015 -3.108 -1.673 0.027 0.036 0.026 0.5234
O 2.986 -3.854 -1.202 -0.068 0.002 0.064 -0.2059
C 3.008 -5.169 -1.790 -0.024 -0.097 -0.036 -0.3193
C 3.799 -5.015 -3.082 0.121 0.201 0.049 -0.4614
C 4.777 -3.900 -2.715 -0.205 -0.106 -0.075 -0.5641
H 3.489 -5.848 -1.080 0.014 -0.003 -0.011 0.2453
H 1.977 -5.485 -1.942 -0.020 0.060 0.014 0.1993
H 4.269 -5.937 -3.410 -0.009 -0.029 0.021 0.4259
H 3.137 -4.681 -3.878 -0.017 -0.045 -0.032 0.2265
H 5.691 -4.276 -2.251 0.026 0.015 -0.005 0.2712
H 5.044 -3.256 -3.548 0.096 0.032 0.045 0.3060
O 2.381 -6.729 -5.155 -0.018 -0.140 -0.031 -0.5957
C 1.424 -7.400 -4.898 0.023 0.102 0.133 0.5143
O 0.183 -7.064 -5.309 -0.096 0.048 -0.115 -0.3238
C -0.795 -7.974 -4.775 -0.019 -0.050 0.089 -0.3076
C -0.015 -9.244 -4.446 0.084 0.027 -0.001 -0.5247
C 1.356 -8.677 -4.080 -0.151 -0.097 -0.174 -0.3734
H -1.235 -7.515 -3.887 0.005 -0.003 0.012 0.1644
H -1.570 -8.114 -5.524 0.022 0.032 -0.036 0.3109
H -0.481 -9.834 -3.661 -0.001 0.040 0.034 0.3370
H 0.071 -9.868 -5.337 -0.022 -0.007 0.000 0.2556
H 1.423 -8.406 -3.024 0.026 0.008 0.013 0.1955
H 2.189 -9.328 -4.332 0.064 0.041 0.070 0.3494
O -2.262 8.674 0.947 0.066 0.019 0.021 -0.6098
C -2.457 7.697 1.613 -0.197 0.060 -0.066 0.3933
O -1.712 6.580 1.491 0.035 -0.063 -0.043 -0.3463
C -2.266 5.519 2.302 0.005 -0.112 0.113 0.3279
C -3.070 6.227 3.386 -0.043 0.078 -0.100 -0.6949
C -3.555 7.467 2.634 0.238 -0.144 0.253 -0.3483
H -2.900 4.899 1.664 0.001 0.006 -0.013 -0.0556
H -1.450 4.915 2.683 0.017 0.052 0.008 0.0808
H -3.870 5.606 3.781 -0.004 -0.024 -0.030 0.3753
H -2.419 6.512 4.214 0.013 0.005 -0.016 0.3228
H -4.482 7.267 2.092 -0.024 0.070 -0.026 0.1959
H -3.683 8.351 3.251 -0.088 0.040 -0.061 0.3774
O 3.343 2.528 4.612 -0.061 0.011 0.088 -0.5590
C 3.846 3.102 3.692 -0.055 -0.080 -0.157 0.5061
O 4.221 4.402 3.768 0.008 0.036 0.027 -0.3764
C 4.702 4.860 2.494 0.025 0.004 -0.068 -0.4385
C 5.128 3.599 1.748 -0.028 -0.065 0.065 -0.5747
C 4.151 2.566 2.306 0.242 0.139 0.006 0.2060
H 3.887 5.383 1.988 -0.005 -0.006 -0.017 0.2446
H 5.514 5.561 2.671 -0.012 0.002 0.049 0.3263
H 5.093 3.714 0.667 -0.048 0.016 0.000 0.3501
H 6.148 3.332 2.028 0.010 0.012 -0.015 0.2646
H 3.215 2.532 1.745 0.054 -0.047 0.016 -0.2319
H 4.552 1.559 2.373 -0.101 -0.052 -0.007 0.3698
O -3.745 2.994 -1.577 0.049 -0.027 -0.016 -0.5969
C -3.655 4.176 -1.734 0.015 0.115 -0.042 0.5563
O -4.088 5.059 -0.803 -0.049 -0.024 0.009 -0.3707
C -3.914 6.411 -1.270 0.069 0.128 -0.072 -0.0578
C -2.833 6.328 -2.339 0.038 -0.135 -0.012 -0.5679
C -3.073 4.933 -2.915 0.104 0.139 0.170 -0.4417
H -4.865 6.773 -1.669 -0.026 -0.079 -0.005 0.2885
H -3.625 7.029 -0.429 -0.044 0.008 0.015 -0.0781
H -2.890 7.138 -3.061 -0.054 -0.027 -0.026 0.3762
H -1.851 6.364 -1.865 -0.009 0.051 0.025 0.2576
H -3.812 4.929 -3.718 -0.003 -0.015 -0.020 0.2642
H -2.172 4.437 -3.264 -0.058 -0.074 -0.079 0.3037
```
Forces are in eV/Å.

Values from the calculation:
LUMO level = -0.0283 eV

2 unconnected molecules or ions with the total composition C11H14N2O, computed with ωB97M-V with the def2-TZVPD basis set.

```
28
Properties=species:S:1:pos:R:3:forces:R:3:mulliken_charge:R:1
C -2.864 1.009 -2.600 0.816 0.599 0.015 -1.2932
C -1.533 0.781 -1.927 -0.423 0.161 -0.569 0.5333
C -0.714 1.740 -1.409 -0.152 0.176 -0.312 -0.7871
N 0.406 1.154 -0.890 1.038 -0.869 0.380 0.0097
C 0.364 -0.210 -1.091 -0.925 0.813 -0.038 0.1173
C 1.246 -1.191 -0.656 -0.330 -0.106 0.137 -0.7551
C 0.896 -2.500 -0.918 0.573 -0.299 -0.516 -0.5990
C -0.286 -2.810 -1.601 0.033 0.708 -0.174 -0.7474
C -1.129 -1.808 -2.026 -0.495 -0.104 -0.487 -0.3300
C -0.852 -0.459 -1.778 0.819 -0.984 0.935 0.8927
H -3.256 0.100 -3.048 -0.110 -0.012 0.100 0.3078
H -2.709 1.752 -3.387 -0.247 -0.147 -0.109 0.3104
H -3.566 1.451 -1.895 -0.244 -0.244 -0.023 0.3083
H -0.793 2.812 -1.505 -0.101 -0.012 0.333 0.4077
H 1.180 1.538 -0.383 -0.091 0.714 -0.097 0.2295
H 2.109 -0.904 -0.073 0.256 -0.207 -0.214 0.3452
H 1.608 -3.309 -0.794 -0.060 0.113 0.572 0.3365
H -0.526 -3.824 -1.857 0.047 -0.308 0.009 0.4024
H -1.977 -2.088 -2.629 -0.384 0.002 0.053 0.2881
C 2.163 0.093 2.878 1.804 -0.084 -0.529 -0.7152
C 1.050 0.933 3.420 -0.426 0.207 0.492 0.5616
N -0.107 1.052 2.697 1.708 -0.403 -1.843 -0.2811
O 1.152 1.437 4.520 -0.069 -0.216 0.028 -0.5952
H 3.121 0.435 3.276 -0.256 0.220 0.402 0.3174
H 2.400 0.048 1.811 -0.879 0.223 -0.139 0.1055
H 2.101 -0.940 3.204 -0.487 -0.140 0.136 0.2764
H -0.974 1.072 3.122 -1.667 0.540 1.346 0.2015
H -0.151 0.801 1.720 0.252 -0.341 0.113 0.1520
```
Forces are in eV/Å.

Values from the calculation:
SMILES = Cc1c[nH]c2ccccc12.CC(N)=O
Relative energy (zero: lowest compared OMol25 entry of this formula, charge and spin) = 74.6 kJ/mol
LUMO level = 0.7056 eV

C4H5NOS in the gas phase, computed with ωB97M-V with the def2-TZVPD basis set.

```
12
Properties=species:S:1:pos:R:3:forces:R:3:mulliken_charge:R:1
S -1.903 -0.701 -0.202 -0.946 -1.063 -2.260 -0.2947
C -0.833 0.643 0.058 -0.407 1.777 -1.366 -0.1983
C 0.444 0.463 0.796 1.160 0.847 2.173 -0.1465
C 0.840 -1.006 0.834 -1.633 0.624 2.872 -0.0825
N 0.916 -1.495 -0.314 1.448 -0.272 -1.297 -0.2925
O 0.980 -0.461 -1.265 -0.946 0.726 -0.546 -0.1952
C 0.483 0.791 -0.727 -0.066 -1.754 1.871 -0.2422
H -1.602 -0.969 -1.586 -0.339 0.404 2.001 0.1569
H -1.396 1.612 0.189 1.018 -1.055 0.033 0.3505
H 0.612 1.127 1.720 0.068 -1.010 -1.792 0.3013
H 0.691 -1.708 1.778 0.647 1.631 -2.245 0.2721
H 0.766 1.703 -1.282 -0.004 -0.854 0.557 0.3711
```
Forces are in eV/Å.

Values from the calculation:
SMILES = S[C@H]1[C@H]2C=NO[C@@H]12
Relative energy (zero: lowest compared OMol25 entry of this formula, charge and spin) = 377.0 kJ/mol
LUMO level = 0.7611 eV

The records above give, respectively, HOMO-LUMO gap values of 8.6, 8.8, 9.8 eV.
The records above give, respectively, max |F| values of 0.73, 2.54, 3.36 eV Å⁻¹.